Entry 1:
49
Properties=species:S:1:pos:R:3 method="wB97M-V/def2-TZVPD" de_lowest_kcal_mol=487.5 charge=0 molar_mass_g_mol=423.5 lumo_ev=-0.40 e_tot_ha=-2038.40728
C 6.095 3.128 0.937
H 6.416 4.075 1.320
O 5.001 2.773 1.413
C 4.380 1.460 1.029
C 4.906 0.482 -0.068
C 4.198 -0.619 -0.188
C 3.000 -1.015 0.572
C 2.506 -0.059 1.254
C 3.091 1.133 1.608
H 2.777 1.720 2.446
H 1.559 -0.202 1.878
S 2.145 -2.272 -0.197
O 3.209 -3.538 -0.625
O 1.274 -2.622 0.914
O 1.482 -1.889 -1.575
C 0.245 -1.225 -1.116
C -0.830 -2.049 -1.013
C -2.087 -1.263 -0.750
C -1.945 0.286 -0.822
C -0.893 0.929 -0.841
C 0.281 0.209 -1.287
O 1.413 0.907 -1.238
C 1.580 2.334 -1.338
H 2.560 2.520 -1.436
H 1.309 2.801 -0.660
H 1.023 2.668 -2.178
H -0.889 1.774 -0.927
C -3.261 1.101 -0.608
N -4.177 0.637 0.576
C -5.373 1.231 0.680
H -5.608 1.991 -0.321
C -6.474 0.125 0.632
H -7.399 0.606 0.979
O -6.157 -0.815 1.828
C -4.898 -1.338 1.704
H -4.657 -1.680 2.626
C -3.749 -0.190 1.402
H -2.797 -0.631 1.708
H -3.793 0.450 2.508
H -4.965 -1.789 0.904
H -6.396 -0.515 -0.011
H -5.559 1.975 1.743
S -3.761 2.046 -1.678
H -3.020 -1.903 -0.702
H -0.946 -2.902 -1.181
H 4.812 -1.259 -0.999
H 5.874 0.821 -0.382
H 6.998 2.286 1.085
H 5.962 3.365 -0.330


Entry 2:
101
Properties=species:S:1:pos:R:3 method="wB97M-V/def2-TZVPD" charge=0 molar_mass_g_mol=622.8 multiplicity=3 lumo_ev="0.54 / 0.09" e_tot_ha=-2306.43212
C -0.976 5.875 6.014
C -0.433 5.589 4.819
C -0.368 4.181 4.299
O 0.383 3.395 4.836
O -1.176 3.910 3.263
C -0.969 2.638 2.633
C 0.109 2.682 1.546
C 1.479 2.206 2.018
C 1.547 0.686 2.228
C 2.839 0.351 3.003
C 3.411 -1.035 2.685
O 3.213 -2.008 3.735
P 4.226 -1.986 4.950
O 5.350 -2.915 4.796
O 3.288 -2.426 6.153
O 4.677 -0.508 5.334
C 5.833 0.004 4.643
C 6.649 0.805 5.645
C 7.835 1.426 4.943
O 8.621 2.144 5.887
H -1.915 5.412 6.304
H -0.515 6.558 6.716
H -0.054 6.358 4.153
H -0.815 1.823 3.334
H -1.898 2.412 2.114
H -0.205 2.095 0.686
H 0.195 3.731 1.258
H 1.780 2.657 2.962
H 2.241 2.440 1.270
H 1.499 0.165 1.271
H 0.712 0.357 2.848
H 2.611 0.427 4.061
H 3.585 1.089 2.707
H 4.462 -1.012 2.394
H 2.883 -1.432 1.822
H 3.849 -2.574 6.921
H 5.502 0.685 3.858
H 6.437 -0.774 4.182
H 6.944 0.133 6.449
H 6.009 1.570 6.081
H 8.420 0.639 4.460
H 7.446 2.126 4.197
H 9.291 2.609 5.382
C -2.240 -3.180 1.388
C -3.236 -2.091 1.834
C -4.655 -2.662 1.840
C -5.232 -2.855 0.439
C -5.147 -1.558 -0.362
C -3.736 -0.967 -0.404
N -3.126 -0.886 0.957
O -3.629 0.134 1.583
C -2.851 -1.803 -1.349
C -3.791 0.412 -1.058
C -2.823 -1.756 3.265
H -1.255 -2.753 1.198
H -2.129 -3.928 2.174
H -2.554 -3.729 0.504
H -5.316 -1.991 2.399
H -4.660 -3.613 2.376
H -4.714 -3.665 -0.082
H -6.276 -3.169 0.515
H -5.497 -1.730 -1.382
H -5.834 -0.829 0.080
H -1.802 -1.521 -1.256
H -3.143 -1.630 -2.385
H -2.935 -2.877 -1.197
H -4.471 1.088 -0.542
H -4.148 0.316 -2.083
H -2.802 0.872 -1.087
H -1.819 -1.326 3.293
H -2.816 -2.665 3.866
H -3.509 -1.059 3.744
C -1.500 -2.147 -7.272
C -1.807 -0.932 -6.372
C -2.088 0.292 -7.244
C -0.830 0.872 -7.889
C 0.234 1.159 -6.830
C 0.553 -0.052 -5.951
N -0.687 -0.690 -5.415
O -1.130 0.020 -4.422
C 1.386 -1.071 -6.755
C 1.473 0.381 -4.813
C -3.077 -1.320 -5.624
H -1.118 -2.982 -6.682
H -2.411 -2.484 -7.767
H -0.793 -1.937 -8.070
H -2.558 1.072 -6.637
H -2.812 0.028 -8.018
H -0.440 0.193 -8.652
H -1.082 1.796 -8.412
H 1.150 1.506 -7.313
H -0.114 1.985 -6.202
H 1.465 -2.018 -6.220
H 2.398 -0.692 -6.902
H 0.999 -1.268 -7.751
H 1.043 1.182 -4.214
H 2.410 0.755 -5.223
H 1.702 -0.458 -4.153
H -2.901 -2.181 -4.976
H -3.862 -1.589 -6.331
H -3.467 -0.506 -5.015


Entry 3:
7
Properties=species:S:1:pos:R:3 method="wB97M-V/def2-TZVPD" de_lowest_kcal_mol=110.9 charge=0 molar_mass_g_mol=57.1 lumo_ev=-0.18 e_tot_ha=-207.82101 smiles="C#C.N=O"
C 1.876 -0.375 -0.094
C 1.229 0.638 -0.126
H 2.346 -1.328 -0.023
H 0.698 1.557 -0.242
N -1.941 0.246 0.281
O -2.891 -0.133 -0.332
H -1.316 -0.604 0.537


Entry 4:
17
Properties=species:S:1:pos:R:3 method="wB97M-V/def2-TZVPD" de_lowest_kcal_mol=15.7 charge=0 molar_mass_g_mol=98.1 lumo_ev=1.05 e_tot_ha=-309.81728 smiles="O=CCCC1CC1"
O 2.543 -0.258 2.115
C 2.580 -0.629 0.966
C 1.527 -0.308 -0.064
C 0.283 0.345 0.528
C -0.774 0.633 -0.513
C -1.691 -0.467 -0.971
C -2.223 0.654 -0.121
H 3.430 -1.248 0.604
H 1.998 0.343 -0.817
H 1.273 -1.233 -0.602
H 0.568 1.266 1.050
H -0.132 -0.319 1.297
H -0.478 1.351 -1.278
H -1.983 -0.503 -2.017
H -1.578 -1.445 -0.506
H -2.878 1.385 -0.586
H -2.465 0.433 0.915


Entry 5:
15
Properties=species:S:1:pos:R:3 method="wB97M-V/def2-TZVPD" de_lowest_kcal_mol=121.9 charge=0 molar_mass_g_mol=100.1 lumo_ev=0.90 e_tot_ha=-341.80942 smiles="NC(=O)CN1C=C1.[H][H]"
N -1.068 0.068 1.009
C -0.239 1.151 0.928
O 0.052 1.800 1.917
C 0.265 1.572 -0.456
N 0.889 0.623 -1.410
C 0.989 -0.800 -0.996
C 0.065 -0.544 -1.841
H -1.474 -0.138 1.910
H -1.346 -0.471 0.206
H -0.567 2.066 -0.977
H 1.014 2.342 -0.252
H 1.638 -1.421 -0.401
H -0.684 -0.759 -2.585
H 0.346 -3.095 1.527
H 0.122 -2.394 1.420


Entry 6:
15
Properties=species:S:1:pos:R:3 method="wB97M-V/def2-TZVPD" de_lowest_kcal_mol=97.9 charge=0 molar_mass_g_mol=137.2 lumo_ev="0.39 / 0.39" e_tot_ha=-797.00931
C 1.270 0.770 0.189
C -1.932 0.292 0.021
C -0.747 -0.555 0.376
N -0.560 -1.619 -0.387
O 2.236 -1.639 0.214
O 0.876 1.902 -0.443
O 2.456 0.802 0.915
S 2.593 -0.348 -0.344
H -1.792 1.458 -0.247
H -2.479 -0.006 -0.924
H -2.676 0.407 0.827
H -0.631 -0.550 1.463
H 1.498 2.624 -0.282
H 0.313 -2.145 -0.071
H -0.424 -1.394 -1.305


Entry 7:
9
Properties=species:S:1:pos:R:3 method="wB97M-V/def2-TZVPD" de_lowest_kcal_mol=124.8 charge=0 molar_mass_g_mol=79.1 lumo_ev=0.44 e_tot_ha=-569.08919
C 0.779 -0.735 -0.877
N -0.704 0.256 1.359
O -0.205 1.961 -0.654
S 0.360 1.005 0.194
H 1.585 0.147 -1.095
H -0.506 -0.698 -1.642
H -0.553 -0.807 1.348
H -1.664 0.357 1.268
H 0.907 -1.487 0.101


Entry 8:
9
Properties=species:S:1:pos:R:3 method="wB97M-V/def2-TZVPD" de_lowest_kcal_mol=57.2 charge=+1 molar_mass_g_mol=83.1 lumo_ev="-9.37 / -8.52" e_tot_ha=-296.53421 smiles=Nn1cnc#[n+]1
N 1.383 -0.451 -0.022
N 0.120 -0.203 -0.262
C -0.429 1.030 -0.208
N -1.735 0.953 -0.029
C -1.860 -0.403 0.197
N -0.916 -1.203 0.105
H 1.662 -0.369 0.917
H 1.762 -1.377 -0.532
H 0.014 2.023 -0.165


Entry 9:
18
Properties=species:S:1:pos:R:3 method="wB97M-V/def2-TZVPD" de_lowest_kcal_mol=117.8 charge=+1 molar_mass_g_mol=112.2 lumo_ev=-4.01 e_tot_ha=-360.38743
C -2.096 -0.042 1.842
C -0.822 1.408 2.733
C 0.626 -0.150 -0.773
C 1.907 -1.285 -2.474
C 1.141 -0.006 -2.143
N -2.752 -0.526 2.671
N -0.592 -0.014 -0.474
N -0.761 2.167 3.593
H 1.343 -0.370 0.050
H 1.962 -1.955 -1.638
H 2.930 -1.009 -2.660
H 1.572 -1.781 -3.377
H 0.218 0.191 -2.742
H 1.924 0.831 -2.047
H -3.303 -0.567 3.540
H -1.270 0.303 -1.293
H -1.367 -0.110 0.993
H -0.661 2.913 4.200


Entry 10:
15
Properties=species:S:1:pos:R:3 method="wB97M-V/def2-TZVPD" de_lowest_kcal_mol=44.3 charge=+1 molar_mass_g_mol=87.1 multiplicity=2 lumo_ev="-4.23 / -7.03" e_tot_ha=-287.43022
C 0.125 -0.614 1.337
C 1.395 -0.184 0.976
N 2.402 0.137 1.767
H -0.574 -0.308 2.100
H -0.206 -1.396 0.657
H 1.706 -0.067 -0.061
H 2.323 0.294 2.772
H 3.208 0.562 1.318
C -1.995 -0.009 -0.875
C -1.189 0.745 -1.654
O -0.610 0.240 -2.768
H -2.075 0.320 0.153
H -2.470 -0.922 -1.204
H -1.052 1.806 -1.520
H -0.990 -0.605 -2.997


Entry 11:
111
Properties=species:S:1:pos:R:3 method="wB97M-V/def2-TZVPD" charge=+1 molar_mass_g_mol=1052.1 lumo_ev="-4.82 / -4.82" e_tot_ha=-4165.00813
Mo -0.642 0.800 0.244
O -3.588 -0.454 1.253
S -2.660 -0.817 2.291
O -2.633 -2.139 2.798
O -1.160 -0.529 1.653
C -2.913 0.252 3.719
C -3.520 -0.454 4.747
C -3.912 0.234 5.920
C -3.707 1.611 5.970
C -3.230 2.323 4.880
C -2.763 1.639 3.779
S -1.567 2.469 2.854
O -1.807 3.855 2.962
O -0.330 1.968 3.302
O -1.805 1.963 1.354
H -3.750 -1.486 4.670
H -4.317 -0.333 6.748
H -3.986 2.103 6.884
H -2.947 3.386 4.987
S -1.225 1.924 -1.701
C -2.899 1.356 -1.897
N -3.751 2.243 -2.219
N -5.001 1.986 -2.468
C -5.657 0.682 -2.420
C -5.632 -0.161 -3.535
C -6.409 -1.318 -3.503
C -7.231 -1.592 -2.428
C -7.217 -0.770 -1.266
C -6.441 0.346 -1.325
N -3.070 -0.043 -1.708
N -2.261 -0.620 -0.982
C -2.318 -2.079 -0.890
C -3.470 -2.698 -1.373
C -3.611 -4.085 -1.366
C -2.612 -4.889 -0.733
C -1.457 -4.259 -0.250
C -1.341 -2.878 -0.288
H -5.556 2.832 -2.540
H -5.145 0.156 -4.400
H -6.376 -1.939 -4.349
H -7.755 -2.527 -2.438
H -7.826 -1.008 -0.386
H -6.379 1.015 -0.464
H -4.226 -2.178 -1.872
H -4.494 -4.536 -1.820
H -2.653 -5.969 -0.621
H -0.776 -4.903 0.253
H -0.462 -2.504 0.214
C 5.108 -1.353 0.897
C 4.941 -0.237 -0.153
C 6.285 0.129 -0.745
O 4.344 0.836 0.588
C 2.922 0.719 0.418
C 2.783 -0.001 -0.904
O 4.072 -0.509 -1.251
C 1.724 -1.103 -0.926
O 0.474 -0.460 -0.396
C 1.367 -1.541 -2.359
C 0.897 -2.829 -2.581
C 0.490 -3.210 -3.864
C 0.417 -2.312 -4.921
C 0.744 -0.979 -4.663
C 1.264 -0.628 -3.414
C 2.058 -2.281 -0.058
C 1.586 -2.460 1.255
C 1.970 -3.569 2.013
C 2.805 -4.503 1.447
C 3.311 -4.316 0.162
C 3.013 -3.165 -0.573
C 2.305 2.130 0.440
O 0.775 1.928 0.477
C 2.616 3.015 -0.739
C 1.606 3.604 -1.461
C 1.902 4.359 -2.580
C 3.210 4.582 -2.940
C 4.243 3.993 -2.249
C 3.950 3.232 -1.121
C 2.512 2.855 1.757
C 1.936 4.149 1.843
C 2.058 4.869 2.996
C 2.766 4.298 4.072
C 3.266 3.029 3.977
C 3.175 2.268 2.798
H 5.841 -0.912 1.584
H 5.495 -2.279 0.469
H 4.188 -1.567 1.479
H 6.962 0.495 0.035
H 6.123 0.922 -1.470
H 6.772 -0.733 -1.169
H 2.527 0.062 1.215
H 2.537 0.711 -1.677
H 0.881 -3.621 -1.818
H 0.165 -4.178 -4.060
H 0.097 -2.568 -5.912
H 0.550 -0.178 -5.343
H 1.494 0.387 -3.228
H 0.993 -1.694 1.699
H 1.642 -3.693 3.030
H 3.141 -5.398 2.014
H 4.024 -5.005 -0.227
H 3.505 -3.028 -1.499
H 0.596 3.496 -1.133
H 1.108 4.850 -3.137
H 3.430 5.148 -3.809
H 5.280 4.141 -2.539
H 4.719 2.829 -0.532
H 1.498 4.649 0.938
H 1.605 5.863 3.058
H 2.913 4.839 5.033
H 3.816 2.589 4.800
H 3.691 1.360 2.713


Entry 12:
10
Properties=species:S:1:pos:R:3 method="wB97M-V/def2-TZVPD" de_lowest_kcal_mol=0.0 charge=0 molar_mass_g_mol=32.1 lumo_ev=1.09 e_tot_ha=-80.98200 smiles=C.C
C -0.713 1.674 -1.055
H -0.111 2.113 -0.245
H -0.045 1.270 -1.830
H -1.358 2.449 -1.494
H -1.336 0.863 -0.650
C 0.713 -1.674 1.055
H 0.855 -0.730 1.602
H -0.353 -1.946 1.062
H 1.298 -2.470 1.538
H 1.052 -1.550 0.016